Record 1
Here is a structure of composition C49H31BrF3N4O2S2SbV from OMol25. Energies are from the ωB97M-V functional and the def2-TZVPD basis.

Structure (XYZ):
```
94
Properties=species:S:1:pos:R:3:lowdin_spin:R:1
V 2.1307 0.5292 0.5250 1.973
C 5.0726 0.9957 -0.8201 0.004
O 4.1400 0.0367 -0.3472 0.017
C 4.5635 -1.2504 -0.1150 0.029
C 5.7995 -1.7251 -0.4983 0.001
C 6.1348 -3.0609 -0.2646 0.058
C 5.2132 -3.8923 0.3496 -0.001
C 3.9721 -3.4125 0.7436 0.051
C 3.6128 -2.0738 0.5300 0.017
N 2.4220 -1.4986 0.9122 0.181
N 1.5491 -2.3679 1.4066 0.300
C 0.4285 -1.9139 2.0096 -0.014
C -0.0184 -0.5715 2.1077 0.118
O 0.4679 0.4420 1.4122 0.071
C -1.1011 -0.2697 2.9735 -0.004
C -1.8119 -1.2267 3.6341 0.117
C -1.4889 -2.5994 3.4529 0.003
C -2.2482 -3.6237 4.0604 0.017
C -1.9384 -4.9452 3.8769 -0.017
C -0.8392 -5.2889 3.0692 0.023
C -0.0815 -4.3119 2.4752 -0.014
C -0.3803 -2.9415 2.6448 0.033
H 5.9138 1.0714 -0.1274 0.000
H 4.5329 1.9388 -0.8527 0.000
H 5.4212 0.7225 -1.8191 0.001
H 6.5077 -1.0677 -0.9828 -0.001
H 7.1074 -3.4304 -0.5638 0.004
H 5.4608 -4.9308 0.5378 -0.002
H 3.2587 -4.0526 1.2405 0.006
H -1.3543 0.7801 3.0587 -0.003
H -2.6404 -0.9572 4.2793 0.008
H -3.0934 -3.3381 4.6783 0.001
H -2.5337 -5.7195 4.3465 -0.002
H -0.5893 -6.3319 2.9125 0.002
H 0.7642 -4.5699 1.8536 -0.001
S 2.1589 2.9841 0.1021 0.009
C 2.9229 3.6805 1.5050 0.003
C 2.9880 5.0721 1.6072 0.001
C 3.5897 5.7149 2.6821 -0.001
C 3.6259 7.1433 2.7241 0.000
N 3.6453 8.2950 2.7390 -0.001
C 4.1561 4.9386 3.7081 0.003
C 4.1012 3.5544 3.6167 -0.001
C 3.5014 2.8944 2.5379 0.004
S 3.5172 1.1562 2.5206 0.000
C 4.7897 5.5497 4.8353 0.001
N 5.2963 6.0311 5.7507 0.002
H 2.5519 5.6685 0.8163 0.000
H 4.5383 2.9550 4.4045 0.000
F -8.8477 -0.1752 0.2538 0.000
C -7.5012 -0.0498 0.1145 0.000
C -6.9730 1.1948 -0.1544 0.000
C -5.5948 1.3092 -0.3012 0.000
C -4.7565 0.2028 -0.1832 0.000
C -5.3380 -1.0328 0.0975 0.000
C -6.7117 -1.1734 0.2456 0.000
Sb -2.6029 0.3840 -0.2770 0.001
C -2.6689 2.0533 -1.6302 0.000
C -1.9082 3.1697 -1.2874 0.000
C -1.8713 4.2976 -2.0992 0.000
C -2.6178 4.2885 -3.2575 0.000
F -2.5977 5.3807 -4.0618 0.000
C -3.3887 3.2061 -3.6361 0.000
C -3.4070 2.0908 -2.8104 0.000
C -2.3849 -1.2369 -1.6511 0.000
C -1.2469 -2.0259 -1.4909 0.000
C -1.0103 -3.1189 -2.3146 0.000
C -1.9304 -3.4033 -3.2993 0.000
F -1.7138 -4.4651 -4.1162 0.000
C -3.0770 -2.6559 -3.4853 0.000
C -3.3006 -1.5751 -2.6449 0.000
H -7.6291 2.0502 -0.2486 0.000
H -5.1762 2.2844 -0.5219 0.000
H -4.7125 -1.9134 0.1991 0.000
H -7.1672 -2.1313 0.4593 0.000
H -1.2978 3.1600 -0.3892 0.000
H -1.2623 5.1554 -1.8481 0.000
H -3.9489 3.2432 -4.5611 0.000
H -4.0049 1.2372 -3.1071 0.000
H -0.5181 -1.7897 -0.7229 0.000
H -0.1229 -3.7267 -2.2011 0.000
H -3.7702 -2.9236 -4.2718 0.000
H -4.2130 -1.0022 -2.7663 0.000
Br -0.2468 -0.6451 -5.8364 0.001
C 0.4779 -0.2832 -4.1026 0.006
C 1.3950 -1.1630 -3.5544 -0.001
C 1.8754 -0.9144 -2.2731 0.004
C 1.4819 0.1972 -1.5127 -0.016
C 0.5857 1.0652 -2.1422 0.005
C 0.0671 0.8413 -3.4158 -0.001
H 1.7056 -2.0411 -4.1075 0.000
H 2.5687 -1.6386 -1.8552 0.001
H 0.2708 1.9628 -1.6243 0.001
H -0.6465 1.5277 -3.8559 0.000
```

As for the multiplicity: 4. The electronic energy is -193465.7672 eV. The net charge is -2. For the orbital gap (spin up / spin down), the calculation gives 0.18077 / 0.23086 hartree.

=====

Record 2
Here is the ion C6H10O with charge +1 at a distorted geometry from OMol25. Energies are from the ωB97M-V functional and the def2-TZVPD basis.

Structure (XYZ):
```
17
Properties=species:S:1:pos:R:3:lowdin_spin:R:1
C 1.5254 1.5295 -2.4681 0.052
C 1.3199 0.4971 -1.4144 0.292
C 0.1337 0.3024 -0.7452 0.083
C 0.0567 -0.6211 0.2780 0.169
C -1.0058 -0.5876 1.1791 0.204
O -1.6746 0.5442 1.2450 0.110
C -1.1541 -1.5135 2.3397 0.028
H 0.9185 1.2078 -3.3173 0.020
H 1.1911 2.5019 -2.1166 0.010
H 2.5760 1.6121 -2.7301 0.000
H 2.1268 -0.2071 -1.2399 0.010
H -0.7403 0.9074 -0.9546 -0.002
H 0.8153 -1.3884 0.3568 0.003
H -2.5525 0.4974 1.6416 0.003
H -0.1878 -1.8327 2.7242 0.006
H -1.6824 -2.4286 2.0586 0.010
H -1.6658 -1.0210 3.1632 0.001
```

As for the multiplicity: 2. The electronic energy is -8423.1068 eV. The net charge is +1. For the orbital gap (spin up / spin down), the calculation gives 0.32965 / 0.32667 hartree.

=====

Record 3
Here is a structure of composition C5H10N2O from OMol25. Energies are from the ωB97M-V functional and the def2-TZVPD basis.

Structure (XYZ):
```
18
Properties=species:S:1:pos:R:3:nbo_charge:R:1
C -0.2926 -0.6968 -0.1805 0.294
C 0.5170 -1.3271 -1.2605 -0.692
C -1.7649 -0.5317 -0.3920 -0.657
C 0.3942 0.9154 0.6637 0.288
N 1.7525 1.0187 0.5330 -0.846
C -0.4834 1.9207 0.7775 -0.525
N 0.1423 -0.7860 1.1330 0.013
O 1.2313 -1.4025 1.3440 -0.543
H 2.2760 0.2978 1.0204 0.416
H 2.1292 1.9508 0.6010 0.392
H 1.5758 -1.1169 -1.1062 0.258
H 0.4108 -2.4142 -1.2006 0.251
H 0.1908 -0.9847 -2.2414 0.223
H -2.2668 -0.1876 0.5086 0.236
H -1.9731 0.1436 -1.2221 0.230
H -2.1760 -1.5143 -0.6444 0.237
H -0.1138 2.9301 0.9064 0.211
H -1.5492 1.7846 0.7601 0.213
```

As for the multiplicity: 1. The electronic energy is -10370.4499 eV. The net charge is 0. For the orbital gap, the calculation gives 0.30266 hartree.